[1]
DFT (ωB97M-V/def2-TZVPD) results for a structure of composition C37H50O4P2S4Sb2Ti in a non-equilibrium geometry.

Relative energy (zero: lowest compared OMol25 entry of this formula, charge and spin) ... 21.1 kcal per mole
HOMO energy (spin up / spin down) ... -10.62 / -10.89 eV
Calculated total energy ... -145479.9065 eV
LUMO level (spin up / spin down) ... -2.7 / -2.7 eV
HOMO-LUMO gap (spin up / spin down) ... 7.89 / 8.20 eV

Geometry as ORCA input:
```
! RIJCOSX wB97M-V def2-TZVPD def2/J DEFGRID3
* xyz 1 2
Ti -1.11 2.37 0.35
C -4.85 7.03 0.18
C -4.01 5.87 -0.28
O -2.62 6.22 -0.10
P -1.39 5.18 -0.12
S 1.12 3.01 0.38
S -1.89 3.67 -1.48
O -1.87 4.11 1.19
C -1.85 4.65 2.54
C -0.53 4.44 3.24
H -5.91 6.83 0.01
H -4.58 7.94 -0.36
H -4.71 7.21 1.25
H -4.17 5.65 -1.34
H -4.22 4.96 0.29
H -2.66 4.14 3.06
H -2.10 5.70 2.46
H -0.28 3.39 3.34
H -0.59 4.87 4.24
H 0.29 4.94 2.70
C 1.10 -2.34 1.55
C 1.77 -1.28 2.43
C 1.47 0.14 1.98
Sb 1.97 0.79 -0.01
C 4.06 1.09 0.19
C 4.59 2.29 -0.28
C 5.95 2.54 -0.19
C 6.79 1.58 0.36
C 6.27 0.38 0.83
C 4.91 0.14 0.74
C 1.88 0.79 -2.12
C 0.98 1.60 -2.78
C 1.04 1.68 -4.17
C 2.01 0.97 -4.87
C 2.93 0.18 -4.18
C 2.86 0.09 -2.80
Sb 2.10 -2.34 -0.33
C 3.42 -3.94 -0.01
C 4.77 -3.80 -0.34
C 5.65 -4.86 -0.13
C 5.18 -6.06 0.39
C 3.84 -6.21 0.70
C 2.96 -5.15 0.50
C 0.57 -3.13 -1.54
C 0.58 -2.89 -2.91
C -0.46 -3.34 -3.72
C -1.52 -4.03 -3.15
C -1.54 -4.27 -1.78
C -0.50 -3.82 -0.98
H 0.05 -2.08 1.37
H 1.14 -3.33 1.99
H 2.85 -1.44 2.50
H 1.39 -1.37 3.45
H 2.07 0.90 2.48
H 0.41 0.37 2.09
H 3.94 3.05 -0.72
H 6.35 3.47 -0.55
H 7.85 1.77 0.44
H 6.92 -0.37 1.26
H 4.52 -0.81 1.11
H 0.25 2.19 -2.25
H 0.34 2.31 -4.70
H 2.05 1.03 -5.95
H 3.70 -0.35 -4.72
H 3.60 -0.50 -2.27
H 5.15 -2.87 -0.74
H 6.70 -4.74 -0.38
H 5.87 -6.88 0.54
H 3.48 -7.14 1.10
H 1.91 -5.29 0.74
H 1.40 -2.33 -3.37
H -0.44 -3.15 -4.78
H -2.34 -4.37 -3.77
H -2.37 -4.82 -1.34
H -0.54 -4.01 0.09
C -2.16 -2.85 3.30
C -3.11 -2.31 2.25
C -3.96 -3.36 1.58
O -2.27 -1.68 1.21
P -2.55 -0.20 0.73
S -2.29 1.12 2.20
S -1.27 0.17 -0.77
O -4.02 -0.30 0.24
C -5.02 0.61 -0.35
C -4.71 0.77 -1.82
C -5.14 1.91 0.40
H -2.72 -3.41 4.04
H -1.63 -2.04 3.80
H -1.43 -3.52 2.83
H -3.74 -1.53 2.68
H -3.33 -4.16 1.18
H -4.54 -2.93 0.77
H -4.64 -3.79 2.31
H -5.93 0.03 -0.22
H -3.80 1.35 -1.97
H -5.53 1.31 -2.30
H -4.59 -0.19 -2.31
H -4.25 2.53 0.30
H -5.34 1.75 1.46
H -5.97 2.46 -0.03
*
```

Results of the Löwdin charge analysis, in e, for atoms 1 through 8:
1 Ti -0.057
2 C -0.069
3 C -0.306
4 O -0.411
5 P 0.610
6 S 0.212
7 S 0.290
8 O -0.656


[2]
DFT (ωB97M-V/def2-TZVPD) results for a structure of composition C37H51AsBrNO4PdS3Si3.

Relative energy (zero: lowest compared OMol25 entry of this formula, charge and spin) ... 18.0 kcal per mole
HOMO energy (spin up / spin down) ... -12.61 / -13.36 eV
Calculated total energy ... -239362.3600 eV
LUMO level (spin up / spin down) ... -4.7 / -7.7 eV
HOMO-LUMO gap (spin up / spin down) ... 7.94 / 5.67 eV

Geometry as ORCA input:
```
! RIJCOSX wB97M-V def2-TZVPD def2/J DEFGRID3
* xyz 2 5
Pd 0.12 0.24 -0.27
C 0.08 0.26 -7.68
C -0.30 0.69 -6.29
C -1.35 1.58 -6.06
C -1.69 1.94 -4.76
C -0.93 1.37 -3.75
Br -1.41 1.80 -1.94
N 0.07 0.54 -3.92
C 0.37 0.21 -5.18
H -0.34 0.93 -8.43
H -0.29 -0.75 -7.88
H 1.16 0.24 -7.80
H -1.91 1.99 -6.89
H -2.50 2.62 -4.55
H 1.21 -0.48 -5.30
C 2.58 -2.05 5.98
O 1.19 -1.75 6.10
C 0.49 -1.59 4.98
C -0.90 -1.35 5.19
C -1.75 -1.16 4.11
C -1.30 -1.17 2.81
C -2.28 -1.03 1.69
C -3.73 -1.32 1.97
O -1.94 -0.73 0.56
C 0.13 -1.39 2.57
O 0.63 -1.44 1.43
C 0.98 -1.63 3.71
H 2.96 -2.12 6.99
H 3.10 -1.24 5.45
H 2.73 -2.99 5.45
H -1.26 -1.33 6.21
H -2.80 -1.03 4.33
H -3.85 -2.29 2.45
H -4.27 -1.30 1.03
H -4.14 -0.56 2.64
H 2.02 -1.82 3.48
C 2.53 -4.07 -2.82
Si 1.88 -3.45 -1.18
C 3.26 -2.94 -0.04
C 0.85 -4.76 -0.32
As 0.39 -1.64 -1.73
Si 2.23 0.97 -1.08
C 3.19 0.73 0.51
C 3.12 0.19 -2.54
C 1.92 2.76 -1.55
Si -1.69 -2.62 -2.43
C -1.28 -3.58 -3.99
C -2.28 -3.74 -1.03
C -2.98 -1.31 -2.79
H 3.27 -4.85 -2.66
H 3.01 -3.27 -3.39
H 1.73 -4.48 -3.44
H 3.89 -3.82 0.10
H 2.88 -2.63 0.93
H 3.91 -2.15 -0.44
H 1.55 -5.54 -0.01
H 0.12 -5.22 -0.98
H 0.34 -4.39 0.57
H 3.56 -0.29 0.57
H 2.57 0.92 1.39
H 4.06 1.39 0.52
H 3.30 -0.88 -2.46
H 4.10 0.68 -2.61
H 2.59 0.39 -3.46
H 1.28 3.30 -0.85
H 1.47 2.80 -2.54
H 2.89 3.26 -1.61
H -1.13 -4.64 -3.78
H -0.38 -3.21 -4.48
H -2.10 -3.49 -4.70
H -2.06 -4.78 -1.25
H -3.37 -3.64 -0.95
H -1.84 -3.50 -0.07
H -2.72 -0.72 -3.67
H -3.16 -0.65 -1.94
H -3.91 -1.84 -3.01
O 0.12 1.65 1.32
C -0.53 2.74 1.81
C -2.03 2.77 1.65
C -2.91 2.09 2.45
C -4.26 2.24 2.06
C -4.39 3.05 0.97
S -2.88 3.62 0.42
C 0.20 4.05 1.51
C 1.60 4.12 1.39
C 2.08 5.42 1.26
C 1.06 6.35 1.30
S -0.47 5.65 1.48
C -0.17 2.91 3.29
C -0.71 3.75 4.27
C -0.04 3.64 5.48
C 1.01 2.74 5.42
S 1.17 2.01 3.89
H -2.58 1.52 3.30
H -5.10 1.80 2.57
H -5.30 3.35 0.47
H 2.20 3.22 1.40
H 3.12 5.68 1.14
H 1.16 7.42 1.20
H -1.56 4.39 4.08
H -0.30 4.19 6.37
H 1.67 2.46 6.23
*
```

Results of the Löwdin charge analysis, in e, for atoms 1 through 8:
1 Pd 0.486
2 C -0.031
3 C -0.235
4 C 0.005
5 C -0.081
6 C -0.694
7 Br 0.881
8 N 0.003


Which value of relative energy (zero: lowest compared OMol25 entry of this formula, charge and spin) does entry 1 give?
21.1 kcal per mole


Which value of relative energy (zero: lowest compared OMol25 entry of this formula, charge and spin) does entry 1 give?
21.1 kcal per mole


The highest calculated total energy belongs to which entry?
C37H50O4P2S4Sb2Ti


The lowest calculated total energy belongs to which entry?
C37H51AsBrNO4PdS3Si3